A structure of composition C25H15Cl5N5O9Tl at a distorted geometry. Source: OMol25; level of theory: ωB97M-V/def2-TZVPD.

Structure (XYZ):
```
60
Properties=species:S:1:pos:R:3:forces:R:3
Tl 0.0297 0.0820 -0.9331 -0.079 0.192 -0.263
O -0.5217 -0.7985 3.5994 0.462 0.577 -0.419
C -0.9895 -0.6933 2.4742 -1.274 -1.650 1.218
O -0.6853 0.0366 1.4990 -0.016 0.362 -0.737
C -2.2378 -1.6365 2.2357 0.755 1.028 -0.661
C -2.7740 -2.3299 3.2781 -0.329 -0.457 0.242
C -3.8430 -3.2024 3.0682 0.348 0.452 -0.418
C -4.3419 -3.3842 1.7947 -0.184 -0.105 0.174
C -3.8274 -2.6495 0.7514 0.464 0.576 -0.154
C -2.7730 -1.6746 0.9080 -1.026 -1.234 1.111
O -2.3777 -0.9493 -0.0327 0.736 0.584 -0.348
N -4.4395 -2.8178 -0.5645 0.021 -0.426 -0.240
O -5.0104 -3.8778 -0.7733 0.030 0.286 0.070
O -4.3320 -1.9252 -1.3845 -0.013 0.003 0.197
N -4.4418 -3.8945 4.1944 -0.051 -0.373 0.182
O -3.9792 -3.6859 5.3010 -0.071 0.025 -0.141
O -5.3669 -4.6539 3.9635 0.073 0.127 0.025
H -2.3641 -2.2227 4.2723 0.117 0.126 -0.036
H -5.1512 -4.0731 1.6061 -0.024 0.005 0.012
Cl 6.2220 -4.4948 0.0131 -0.053 0.019 0.017
C 4.6407 -3.8781 0.0763 -0.051 -0.012 0.018
C 4.4340 -2.4893 0.2304 -0.019 0.164 0.018
Cl 5.7851 -1.4453 0.3925 -0.006 -0.020 -0.013
C 3.1607 -1.9807 0.2540 0.119 0.255 0.027
Cl 2.8749 -0.3079 0.4512 0.114 -0.127 0.127
C 1.9879 -2.8302 0.1062 -0.074 -0.034 0.031
O 0.8402 -2.3836 0.0658 0.210 -0.056 0.101
C 2.2557 -4.2559 0.0027 -0.022 -0.356 -0.069
Cl 0.9062 -5.2832 -0.1136 0.021 0.097 0.006
C 3.5376 -4.7518 -0.0199 -0.048 -0.099 -0.001
Cl 3.8121 -6.4385 -0.1657 -0.011 0.030 -0.006
C 2.4900 4.3193 -0.3041 -0.010 0.050 -0.029
C 2.1424 2.9948 -0.4874 -0.055 0.069 -0.003
N 1.0583 2.4566 0.0704 0.068 -0.204 0.014
C 0.2996 3.2029 0.8624 -0.070 0.197 0.034
C 0.5669 4.5491 1.1235 0.169 -0.099 -0.106
C 1.6755 5.1071 0.4929 0.017 -0.067 0.076
C -0.3268 5.4191 1.9044 -0.182 -0.006 0.277
C -0.9140 5.2410 3.0939 0.172 0.074 -0.270
C -0.7142 4.2003 4.1134 -0.093 -0.166 0.397
C -1.5810 4.1558 5.2059 0.039 -0.036 -0.077
C -1.2852 3.2524 6.2129 -0.082 0.162 -0.100
N -0.2235 2.4637 6.1618 0.172 -0.358 0.174
C 0.5277 2.5485 5.0706 -0.300 0.198 -0.081
N 0.3341 3.3767 4.0536 0.226 0.036 -0.406
H 3.3588 4.7342 -0.7963 0.018 -0.025 0.024
H 2.7339 2.3423 -1.1220 0.003 0.019 0.003
H -0.5801 2.7181 1.2652 -0.010 -0.027 0.120
H 1.9068 6.1554 0.6393 -0.017 0.006 -0.005
H -0.5268 6.3698 1.4188 -0.112 -0.020 -0.034
H -1.5912 6.0227 3.4201 0.011 0.043 -0.042
H -2.4384 4.8124 5.2683 0.000 -0.011 0.013
H -1.9089 3.1632 7.0960 -0.020 0.051 -0.020
H 1.3777 1.8819 5.0056 0.026 -0.021 -0.009
C -3.1644 2.6697 -0.4430 0.012 0.010 -0.020
O -2.2408 1.6537 -0.8072 -0.042 0.129 -0.180
H -3.5649 2.5103 0.5623 0.033 -0.009 -0.002
H -3.9943 2.7240 -1.1523 0.014 0.011 0.018
H -2.6300 3.6181 -0.4607 0.006 -0.002 0.008
H -2.6813 0.7952 -0.7545 -0.110 0.036 0.156
```
Forces are in eV/Å.

Total energy in hartree: -4385.79693
HOMO level (alpha / beta) in eV: -9.06 / -8.88
Frontier orbital gap (alpha / beta) in eV: 5.702 / 5.745
Energy above the lowest of the compared OMol25 structures with the same formula, charge and spin in eV: 2.666

Atomic partial charges in e from the Löwdin method, atoms 1 to 8:
1 Tl 1.00
2 O 0.06
3 C -0.56
4 O -0.05
5 C -0.01
6 C 0.07
7 C -0.13
8 C 0.08